Record 1
Computed, not measured: a molecular structure, C19H29IN5ORbSe at a distorted geometry, with the ωB97M-V functional and the def2-TZVPD basis.

Each line ends with the natural charge from an NBO analysis.
Positions of all 57 atoms, in Å:
Rb: -0.479 0.185 0.111  0.922
N: -3.111 -0.346 1.484  -0.860
C: -2.469 -1.308 2.381  -0.278
C: -2.174 -2.630 1.664  -0.409
C: -1.062 -3.454 2.298  -0.395
C: 0.330 -2.834 2.198  -0.247
N: 0.687 -2.596 0.804  -0.861
H: -3.226 0.539 1.988  0.369
H: -4.042 -0.637 1.274  0.347
H: -3.046 -1.512 3.285  0.166
H: -1.539 -0.810 2.690  0.268
H: -1.923 -2.487 0.626  0.195
H: -3.091 -3.253 1.634  0.192
H: -1.008 -4.437 1.807  0.189
H: -1.309 -3.608 3.368  0.208
H: 1.037 -3.458 2.738  0.165
H: 0.342 -1.833 2.637  0.250
H: 0.697 -3.480 0.291  0.350
H: 1.635 -2.213 0.758  0.357
Se: -3.134 -1.991 -2.632  1.019
N: -1.605 -1.180 -2.419  -0.684
C: -1.188 -0.840 -3.603  0.158
C: 0.073 -0.190 -3.884  -0.237
C: 0.426 0.052 -5.172  -0.195
C: -0.472 -0.277 -6.247  -0.199
C: -1.685 -0.845 -6.020  -0.203
C: -2.032 -1.175 -4.691  0.070
N: -3.133 -1.776 -4.343  -0.628
H: 0.779 -0.065 -3.062  0.234
H: 1.427 0.418 -5.375  0.220
H: -0.134 -0.091 -7.275  0.220
H: -2.324 -1.136 -6.853  0.233
C: -1.384 2.225 3.359  -0.631
C: 0.083 1.740 3.258  0.257
C: 0.804 2.750 2.357  -0.621
C: 0.665 1.712 4.690  -0.628
O: 0.123 0.505 2.642  -1.035
H: -1.473 3.229 3.795  0.192
H: -1.942 1.520 4.021  0.194
H: -1.916 2.214 2.420  0.174
H: 0.856 3.797 2.754  0.188
H: 0.238 2.813 1.437  0.172
H: 1.804 2.403 2.138  0.199
H: 0.670 2.706 5.152  0.186
H: 1.685 1.331 4.595  0.203
H: 0.055 1.036 5.276  0.202
I: 3.346 4.268 -3.941  0.177
C: 3.268 2.647 -2.634  -0.197
C: 4.383 2.069 -2.077  -0.192
C: 4.221 1.043 -1.124  -0.235
C: 2.927 0.613 -0.851  0.040
N: 1.854 1.138 -1.444  -0.455
C: 2.039 2.135 -2.286  0.006
H: 5.403 2.325 -2.391  0.233
H: 5.125 0.609 -0.720  0.232
H: 2.756 -0.156 -0.137  0.199
H: 1.162 2.599 -2.748  0.205

Properties
Energy relative to the best compared isomer or geometry (same formula, charge and spin): 0.0 kcal per mole
LUMO level: -0.9 eV

Record 2
Computed, not measured: 2 unconnected molecules or ions with the total composition C6H12N4O at a distorted geometry, with the ωB97M-V functional and the def2-TZVPD basis.

Each line ends with the natural charge from an NBO analysis.
Positions of all 23 atoms, in Å:
C: -3.393 3.094 0.707  0.151
C: -1.743 1.348 0.051  0.386
C: 0.527 -0.195 -1.964  0.978
C: -0.190 -0.443 0.390  0.243
C: 2.629 -0.512 -3.053  -0.420
C: -0.106 -1.562 2.617  -0.458
N: -2.608 2.184 0.427  -0.314
N: 1.753 -0.483 -1.869  -0.604
N: -1.149 0.438 0.836  -0.601
N: 0.251 -1.327 1.227  -0.509
O: -0.454 0.095 -2.487  -0.389
H: -3.038 4.083 0.992  0.245
H: -4.469 2.937 0.691  0.248
H: -1.496 1.335 -1.008  0.261
H: 2.043 -0.459 -3.969  0.249
H: 3.321 0.329 -3.015  0.248
H: 3.195 -1.442 -3.046  0.253
H: -0.413 -0.647 3.122  0.210
H: 0.760 -1.963 3.139  0.260
H: -0.912 -2.296 2.683  0.248
H: 2.215 -0.662 -0.985  0.466
H: -1.455 0.406 1.811  0.423
H: 0.908 -2.011 0.868  0.426

Properties
Energy relative to the best compared isomer or geometry (same formula, charge and spin): 44.2 kcal per mole
LUMO level: -7.4 eV
Net charge: +2

Record 3
Computed, not measured: 7 unconnected molecules or ions with the total composition C30H64NO22P, with the ωB97M-V functional and the def2-TZVPD basis.

Each line ends with the Mulliken charge.
Positions of all 118 atoms, in Å:
C: 1.222 -3.607 1.440  -0.552
C: 1.623 -4.982 0.939  -0.411
O: 2.845 -5.471 1.462  -0.291
C: 2.772 -5.877 2.812  -0.009
C: 4.164 -6.031 3.392  -0.875
O: 4.901 -4.840 3.376  -0.501
P: 5.837 -4.404 1.968  0.650
C: 4.943 -2.847 1.729  -0.951
C: 7.060 -4.117 0.485  -0.768
O: 7.248 -2.734 0.114  -0.156
N: 6.744 -2.484 -1.158  0.161
O: 7.138 -1.467 -1.574  -0.363
H: 1.173 -3.529 2.526  0.177
H: 0.221 -3.389 1.059  0.127
H: 1.883 -2.821 1.074  0.198
H: 1.762 -4.935 -0.142  0.300
H: 0.815 -5.705 1.108  0.311
H: 2.236 -6.833 2.907  0.363
H: 2.224 -5.154 3.425  0.105
H: 4.699 -6.862 2.911  0.362
H: 4.029 -6.316 4.440  0.375
H: 5.345 -5.536 1.299  -0.031
H: 6.953 -4.452 2.816  -0.054
H: 4.017 -2.926 2.285  0.264
H: 5.531 -2.007 2.089  0.429
H: 4.703 -2.726 0.674  0.285
H: 8.056 -4.441 0.797  0.443
H: 6.771 -4.682 -0.405  0.402
C: -0.944 0.288 -3.489  -0.993
C: -0.621 0.074 -2.029  -0.206
O: -1.777 -0.379 -1.296  -0.262
C: -2.029 -1.682 -1.373  0.705
O: -1.377 -2.509 -1.953  -0.570
O: -3.128 -1.933 -0.656  -0.221
C: -3.552 -3.300 -0.668  -0.742
H: -1.793 0.965 -3.585  0.203
H: -0.089 0.731 -3.999  0.331
H: -1.194 -0.652 -3.981  0.348
H: -0.345 1.013 -1.554  0.289
H: 0.198 -0.630 -1.892  0.293
H: -2.733 -3.960 -0.390  0.304
H: -3.928 -3.572 -1.653  0.314
H: -4.350 -3.368 0.066  0.240
C: 1.984 6.225 -2.898  -1.312
C: 1.733 5.355 -4.109  -0.038
O: 0.571 4.520 -3.931  -0.270
C: -0.598 5.115 -4.164  0.663
O: -0.763 6.254 -4.515  -0.572
O: -1.565 4.224 -3.941  -0.184
C: -2.894 4.725 -4.111  -0.717
H: 2.050 5.615 -1.997  0.301
H: 2.919 6.772 -3.021  0.381
H: 1.177 6.944 -2.765  0.333
H: 2.556 4.659 -4.261  0.195
H: 1.624 5.948 -5.015  0.368
H: -3.021 5.192 -5.085  0.328
H: -3.128 5.440 -3.324  0.314
H: -3.552 3.865 -4.030  0.212
C: 5.746 6.900 -9.811  -1.089
C: 6.088 6.616 -8.366  -0.199
O: 4.937 6.166 -7.627  -0.352
C: 4.637 4.877 -7.772  0.727
O: 5.239 4.074 -8.435  -0.562
O: 3.545 4.624 -7.049  -0.242
C: 3.079 3.272 -7.131  -0.577
H: 4.918 7.606 -9.874  0.291
H: 6.610 7.327 -10.321  0.356
H: 5.458 5.985 -10.327  0.310
H: 6.407 7.521 -7.854  0.290
H: 6.884 5.877 -8.282  0.322
H: 3.879 2.573 -6.898  0.336
H: 2.687 3.066 -8.125  0.319
H: 2.283 3.190 -6.395  0.070
C: -3.174 -7.982 6.208  -1.099
C: -1.678 -7.913 5.998  -0.217
O: -1.302 -6.751 5.237  -0.351
C: -1.221 -5.618 5.932  0.667
O: -1.412 -5.492 7.114  -0.566
O: -0.887 -4.639 5.091  -0.248
C: -0.795 -3.346 5.697  -0.716
H: -3.694 -7.934 5.251  0.290
H: -3.438 -8.917 6.703  0.362
H: -3.516 -7.154 6.827  0.309
H: -1.326 -8.756 5.406  0.302
H: -1.142 -7.914 6.947  0.326
H: -0.139 -3.365 6.564  0.395
H: -1.783 -2.993 5.989  0.215
H: -0.379 -2.688 4.939  0.302
C: -3.607 0.676 7.105  -1.287
C: -3.325 -0.745 6.672  -0.130
O: -3.991 -1.066 5.438  -0.380
C: -3.377 -0.646 4.332  0.857
O: -2.326 -0.058 4.285  -0.575
O: -4.118 -0.996 3.285  -0.395
C: -3.590 -0.585 2.015  -0.348
H: -4.682 0.848 7.164  0.322
H: -3.169 0.861 8.086  0.385
H: -3.183 1.387 6.398  0.313
H: -3.720 -1.459 7.392  0.397
H: -2.255 -0.922 6.564  0.253
H: -2.561 -0.917 1.899  0.225
H: -3.643 0.498 1.919  0.156
H: -4.219 -1.048 1.265  0.230
C: -4.061 3.237 0.766  -1.087
C: -3.850 4.428 -0.142  -0.252
O: -5.067 4.821 -0.799  -0.335
C: -5.891 5.575 -0.071  0.771
O: -5.697 5.958 1.053  -0.558
O: -6.970 5.838 -0.807  -0.345
C: -7.963 6.625 -0.140  -0.650
H: -4.516 2.414 0.211  0.301
H: -3.105 2.902 1.169  0.378
H: -4.717 3.494 1.597  0.345
H: -3.167 4.177 -0.952  0.222
H: -3.433 5.274 0.404  0.370
H: -7.527 7.537 0.260  0.304
H: -8.421 6.054 0.666  0.294
H: -8.705 6.863 -0.896  0.220

Properties
LUMO level: 0.5 eV

Record 4
Computed, not measured: a molecular structure, C3H4N2O2S at a distorted geometry, with the ωB97M-V functional and the def2-TZVPD basis.

Each line ends with the natural charge from an NBO analysis.
Positions of all 12 atoms, in Å:
C: 0.504 -0.882 -0.699  -0.073
C: 0.301 -0.904 0.582  -0.098
C: 1.302 1.062 0.087  0.141
N: 1.073 0.299 -1.047  -0.564
N: 0.762 0.269 1.055  -0.637
O: 1.060 2.041 2.944  -0.801
O: -1.661 1.464 2.017  -0.951
S: 0.433 0.823 2.639  1.639
H: 0.060 -1.593 -1.360  0.227
H: -0.027 -1.556 1.341  0.227
H: -1.629 2.411 1.781  0.454
H: 1.516 0.487 -1.992  0.436

Properties
Energy relative to the best compared isomer or geometry (same formula, charge and spin): 122.3 kcal per mole
LUMO level: -1.2 eV